Record 1
Molecular formula: C9H36N4O9
Method: DFT, ωB97M-V/def2-TZVPD

Max |F|, eV Å⁻¹: 7.4
Frontier orbital gap, eV: 8.7
HOMO energy, eV: -8.77

Geometry (Å):
C -2.785 2.057 -3.749
O -4.117 -0.055 2.468
H 2.696 -2.034 3.268
H -1.842 0.543 -3.043
H -3.232 -0.156 2.109
O 2.551 4.721 0.491
H 0.646 -3.475 -2.351
H -0.414 -3.534 -0.518
H 3.729 -0.194 -0.897
O 3.373 -1.667 5.118
C -0.287 -0.467 0.875
H -4.243 1.052 -2.697
O -2.390 2.944 -4.603
H -3.388 -2.240 -4.382
O -1.352 -0.391 1.421
C 3.563 3.743 0.490
H 3.595 2.083 3.689
H 4.126 3.888 -0.432
H -3.920 -1.118 -3.093
H 0.446 -5.094 -0.244
H -1.044 -4.922 -1.284
H 1.537 0.217 0.619
C -0.102 -4.481 -0.958
H 2.226 4.777 1.393
C 2.786 -1.230 3.999
H -4.977 0.163 0.509
C -5.101 -0.272 1.501
H 0.826 2.115 3.693
H -4.599 2.444 -3.765
H -3.149 -2.678 -2.593
N -0.140 -0.927 -0.355
H 4.267 -1.867 4.829
H 2.684 0.137 -2.913
N -3.995 1.712 -3.421
N -1.822 1.552 -3.046
H -1.375 -1.405 -3.844
O 2.772 -0.123 -0.888
H -6.073 0.025 1.893
H 3.281 -0.394 3.507
H 1.728 -1.046 4.186
H 0.825 -1.171 -0.524
H 2.786 -1.559 -2.371
C 1.791 2.505 4.017
H 3.144 2.738 0.538
O 2.797 2.130 3.157
N 0.829 0.035 1.316
H 2.241 2.218 4.967
H 1.780 3.595 4.028
H 0.858 0.554 2.182
C 2.333 -0.587 -2.178
H 1.263 -0.649 -2.380
H -0.897 -1.282 -0.922
C -3.214 -1.905 -3.359
O 0.791 -4.359 -2.004
H 4.291 3.780 1.300
H -5.209 -1.350 1.379
H -0.955 2.071 -3.022
O -1.940 -1.170 -3.104


Record 2
Molecular formula: C9H36O9
Method: DFT, ωB97M-V/def2-TZVPD

Max |F|, eV Å⁻¹: 1.7
Frontier orbital gap, eV: 10.2
HOMO energy, eV: -10.01

Geometry (Å):
H -5.318 14.301 7.223
H -5.771 12.448 7.914
C -4.923 21.273 -1.386
C -3.934 24.829 2.282
O -2.420 17.208 5.736
H -7.144 27.466 3.951
H -11.128 16.416 8.227
O -8.872 14.772 2.091
O -12.714 25.011 7.658
H -4.146 14.232 8.550
H -7.346 28.442 5.341
H -2.127 16.615 5.040
H -6.870 21.202 5.908
O -5.842 12.982 8.709
C -6.301 20.409 5.421
O -6.189 19.191 6.159
H -5.393 23.598 1.859
C -7.469 27.418 4.991
H -9.622 16.520 7.345
H -7.993 14.616 3.888
H -6.676 20.167 4.427
H -11.286 23.628 8.265
H -9.580 15.961 9.015
H -9.506 14.107 2.371
H -12.788 25.864 7.225
H -10.834 24.606 6.865
H -7.202 15.730 2.782
H -4.002 25.268 1.287
H -7.055 13.945 2.546
H -4.468 22.228 -1.123
C -7.706 14.765 2.847
H -10.938 25.342 8.467
H -5.339 18.803 5.936
H -1.454 17.876 7.477
H -4.152 20.503 -1.408
H -8.513 27.120 4.899
O -5.865 21.077 -0.376
H -3.079 24.154 2.239
H -0.434 17.085 6.345
C -5.207 14.192 8.301
C -11.393 24.609 7.802
H -1.006 18.666 5.941
H -6.448 20.326 -0.512
H -5.356 21.335 -2.385
H -3.692 25.594 3.021
H -5.283 20.784 5.322
O -6.681 26.461 5.739
C -10.069 16.654 8.330
O -9.775 17.953 8.803
C -1.311 17.729 6.406
H -6.390 25.760 5.150
O -5.151 24.208 2.560
H -8.902 18.167 8.466
H -5.781 14.977 8.793


Record 3
Molecular formula: C9H38BN13NbO10S
Method: DFT, ωB97M-V/def2-TZVPD

Max |F|, eV Å⁻¹: 7.9
Net charge: -1
Frontier orbital gap, eV: 5.6
HOMO energy, eV: -3.93

Geometry (Å):
H 2.690 0.370 3.746
N 1.871 -0.635 10.640
H 5.171 5.345 -5.974
H -1.154 -2.351 -2.443
H -3.706 -3.293 -4.647
H 5.481 2.225 -3.471
C 2.267 -1.105 9.444
S -3.629 -0.552 -4.463
C -1.637 -0.943 -0.705
N 5.731 4.771 -5.358
H -2.339 -6.081 -6.268
C -2.096 -0.486 -3.389
H -2.369 2.518 0.919
H 0.846 -3.238 3.636
H 4.373 0.490 3.323
H -3.002 -2.265 -2.083
O -2.464 -4.954 -3.307
H -2.264 0.419 1.743
H 5.474 -0.861 6.361
H 1.040 0.262 8.465
H 1.619 -2.129 4.729
H 5.971 -0.217 4.824
H -3.508 -4.098 -6.176
H -3.573 3.594 0.521
C -0.031 -1.421 3.678
H -4.867 -1.274 -2.726
N -3.341 -4.069 -5.184
H -5.067 1.241 -1.920
N 0.894 -2.320 4.058
H -1.171 -0.714 -4.107
O 3.071 -2.016 9.326
N 0.081 -0.219 4.270
H 1.210 0.114 10.758
H -4.645 -1.039 -0.570
C 3.925 -0.301 5.195
H 1.998 2.959 -4.219
O -4.368 1.954 -1.798
H -1.085 4.593 -4.517
H 6.703 4.997 -5.229
O 3.933 3.484 -4.925
N 3.663 0.230 3.987
N 1.136 3.467 -4.372
H -1.670 -6.747 -4.808
C 5.114 3.739 -4.753
H 0.791 0.010 4.945
N -2.193 -6.018 -5.275
C 0.145 3.270 -3.484
H -0.847 -0.084 -0.790
O -5.079 -0.886 -3.626
N 5.906 3.011 -3.945
H -1.101 -1.831 -0.120
O -3.833 0.850 -5.149
N -2.861 2.945 0.097
N 5.233 -0.465 5.462
O 0.253 2.518 -2.529
N -0.977 3.969 -3.736
H -1.748 3.850 -3.092
B -3.599 1.744 -0.538
N 1.705 -0.490 8.388
H 1.066 4.082 -5.165
Nb -3.428 -0.296 0.544
O -3.542 -1.585 -5.638
H 1.975 -0.813 7.469
O -0.902 -1.676 2.861
H -3.429 -1.832 1.517
O 3.046 -0.609 5.985
H 6.881 3.206 -3.791
H 2.270 -1.070 11.462
H -1.894 0.612 -2.968
H -0.596 0.487 4.012
C -2.040 -1.596 -2.184
H -4.824 0.265 1.591
C -2.654 -5.010 -4.512


Record 4
Molecular formula: C9H38N2O14
Method: DFT, ωB97M-V/def2-TZVPD

Max |F|, eV Å⁻¹: 3.8
Frontier orbital gap, eV: 9.9
HOMO energy, eV: -9.91

Geometry (Å):
C 1.345 -0.877 0.816
C 11.731 -10.875 -5.228
H 8.743 -6.480 -11.411
H 15.675 -3.050 -4.255
C 8.303 -5.598 -11.875
H 1.211 0.068 -0.972
H 5.468 -3.254 -5.350
N 14.803 -2.988 -4.760
H 11.256 -0.707 -8.596
C 2.108 -2.037 0.245
H 16.773 -2.703 -6.253
H 10.372 -6.983 -0.737
O 9.691 -6.910 1.206
O 10.771 -11.303 -4.244
O 11.996 0.408 -1.488
H 9.257 -1.829 -3.851
O 11.004 0.146 -8.948
H 2.018 -0.219 1.366
C 14.799 -3.107 -6.084
H 12.646 -10.424 -4.844
O 6.372 -5.499 -10.380
H 0.613 -1.269 1.521
H 5.813 -5.761 -11.115
H 12.188 1.203 -1.985
H 10.232 -10.552 -3.985
N 15.940 -3.037 -6.716
H 7.456 -6.367 -0.056
O 8.439 -1.666 -4.321
H 15.903 -3.244 -7.704
H 11.934 -9.465 -6.892
H 9.063 -4.949 -12.310
H 7.286 -3.752 -11.151
H 10.332 -10.046 -6.831
O 0.604 -0.230 -0.291
O 10.980 -8.659 -5.399
H 3.483 -1.979 -1.293
H 9.119 -7.678 1.279
H 8.349 -6.449 -13.645
C 9.581 -6.520 -0.147
O 7.701 -6.030 -13.073
H 10.112 0.284 -8.630
O 3.126 -1.422 -0.597
H 1.487 -2.718 -0.337
C 8.196 -6.900 -0.652
H 7.659 2.969 -6.883
O 8.041 -8.313 -0.855
H 6.562 2.268 -6.111
H 8.593 -0.847 -4.792
H 8.078 -6.312 -1.562
H 12.782 0.256 -0.964
H 4.715 -4.105 -6.351
H 9.986 -5.516 -0.014
H 2.598 -2.715 0.943
H 12.094 -11.729 -5.799
O 4.670 -3.772 -5.455
H 8.184 -4.646 -9.940
C 7.555 -4.756 -10.824
H 13.989 -2.984 -4.161
O 13.834 -3.344 -6.739
C 11.178 -9.808 -6.186
O 7.274 2.106 -6.730
H 10.769 -7.891 -5.934
H 7.097 -8.456 -0.947